(1)
Density functional theory data (ωB97M-V with the def2-TZVPD basis set) for a cluster of 19 separate species, H39O19 in total in a non-equilibrium geometry.

Each line ends with the Mulliken charge.
Atoms and positions in Å:
O1 2.382 -0.994 -0.275  -0.682
H1 0.383 -0.415 -3.629  0.472
H2 3.123 -1.176 0.350  0.358
O2 1.283 1.439 3.140  -0.495
H3 2.088 1.283 2.634  0.246
H4 -1.396 -2.784 -0.625  0.310
O3 2.620 -4.358 0.136  -0.624
H5 3.200 0.493 -2.249  0.293
H6 1.499 -1.002 -2.739  0.221
O4 -1.865 -1.946 -0.352  -0.630
H7 3.336 3.860 -0.684  0.259
H8 1.834 -4.360 0.700  0.263
O5 0.029 1.857 0.215  -0.300
H9 -0.295 2.392 -0.540  0.169
H10 -0.821 1.471 0.565  0.100
O6 -1.588 -0.984 2.197  -0.416
H11 -2.915 -0.630 -3.579  0.322
H12 -1.853 -4.030 1.914  0.300
O7 2.647 3.202 -0.708  -0.617
H13 -0.649 -4.469 2.796  0.279
H14 1.469 0.799 3.827  0.277
O8 0.548 -0.888 -2.745  -0.599
H15 -3.464 3.262 -0.533  0.282
O9 -1.229 3.782 3.113  -0.600
H16 -0.716 4.139 2.381  0.298
H17 -2.028 3.336 2.778  0.311
O10 0.380 -3.029 -0.567  -0.646
H18 -2.184 -2.114 0.618  0.238
H19 -1.879 -0.137 -0.893  0.453
O11 -0.834 -3.971 1.997  -0.586
H20 2.328 -4.538 -0.758  0.328
H21 1.192 -2.384 -0.452  0.461
O12 2.817 1.276 -2.731  -0.629
H22 2.575 1.846 -1.990  0.355
H23 0.238 -3.652 0.159  0.279
O13 -2.842 0.653 0.803  -0.403
H24 -0.651 -0.813 2.146  0.162
H25 -1.774 -0.846 3.140  0.279
O14 -2.555 3.488 -0.743  -0.544
H26 -2.618 3.871 -1.642  0.291
H27 -3.033 0.840 -3.958  0.308
O15 0.658 0.649 -4.842  -0.702
H28 0.323 1.543 -4.725  0.320
H29 2.335 3.066 0.212  0.310
O16 3.190 -1.260 2.200  -0.674
H30 -1.420 0.457 -2.421  0.426
H31 2.324 -1.672 2.331  0.318
O17 -1.066 0.189 -1.493  -0.301
H32 1.954 -0.264 0.213  0.233
H33 -0.614 -0.760 -1.788  0.531
O18 -2.380 0.159 -3.744  -0.621
H34 -3.471 1.269 0.434  0.120
H35 1.503 0.716 -4.362  0.347
O19 -1.900 0.842 4.065  -0.481
H36 -1.928 0.821 5.019  0.250
H37 -1.923 1.767 3.727  0.214
H38 -2.942 0.332 1.693  0.242
H39 3.725 -2.062 2.230  0.322

Results
Net charge: +1
HOMO-LUMO gap in eV: 10.006
E_HOMO in eV: -12.85

---

(2)
Density functional theory data (ωB97M-V with the def2-TZVPD basis set) for a cluster of 2 separate species, H3IO3Si in total in a non-equilibrium geometry.

Each line ends with the Mulliken spin population.
Atoms and positions in Å:
O1 1.048 -0.994 0.847  -0.008
O2 0.116 -0.857 -1.656  0.002
O3 -1.819 0.481 0.704  0.988
Si1 0.342 -0.066 -0.260  0.822
I1 1.328 2.193 -0.567  0.209
H1 0.978 -0.985 1.785  -0.003
H2 -0.042 -0.406 -2.488  0.002
H3 -1.950 0.635 1.636  -0.012

Results
Net charge: 0
HOMO-LUMO gap (alpha / beta) in eV: 6.280 / 6.375
<S²>: 2.01
E_HOMO (alpha / beta) in eV: -5.85 / -9.53
2S+1: 3

---

(3)
Density functional theory data (ωB97M-V with the def2-TZVPD basis set) for a cluster of 2 separate species, H3N2O2P in total in a non-equilibrium geometry.

Each line ends with the Mulliken charge.
Atoms and positions in Å:
N1 1.158 -0.951 0.315  -0.040
N2 1.171 0.221 -0.215  -0.244
O1 -2.946 1.141 -0.071  -0.428
O2 -0.493 1.206 0.266  -0.422
P1 -1.694 0.628 -0.607  0.273
H1 1.577 -0.825 1.192  0.268
H2 0.501 -1.712 0.284  0.278
H3 0.727 0.290 -1.163  0.315

Results
Net charge: 0
HOMO-LUMO gap (alpha / beta) in eV: 8.644 / 8.645
E_HOMO (alpha / beta) in eV: -9.56 / -9.56

---

(4)
Density functional theory data (ωB97M-V with the def2-TZVPD basis set) for a cluster of 2 separate species, H3N2O2P in total in a non-equilibrium geometry.

Each line ends with the Mulliken charge.
Atoms and positions in Å:
N1 -1.179 1.052 0.584  -0.401
P1 -0.765 0.825 -1.004  0.351
O1 -1.029 -0.615 -1.268  -0.477
H1 -1.432 0.295 1.250  0.275
H2 -0.805 1.869 1.014  0.257
N2 1.845 -0.738 -0.300  -0.043
O2 1.659 -1.261 0.840  -0.206
H3 1.706 -1.426 -1.115  0.245

Results
Net charge: 0
HOMO-LUMO gap (alpha / beta) in eV: 8.990 / 8.989
E_HOMO (alpha / beta) in eV: -9.87 / -9.87
Structure (SMILES): NP=O.N=O

---

(5)
Density functional theory data (ωB97M-V with the def2-TZVPD basis set) for a cluster of 2 separate species, H3N2OP in total in a non-equilibrium geometry.

Each line ends with the Mulliken charge.
Atoms and positions in Å:
N1 -0.813 0.136 0.074  -0.320
N2 0.571 -0.726 -1.848  -0.468
O1 -0.209 1.115 2.167  -0.440
P1 0.402 0.827 0.723  0.369
H1 1.165 -0.866 -1.049  0.263
H2 0.022 -1.540 -2.139  0.238
H3 -1.138 1.054 2.073  0.358

Results
Net charge: 0
HOMO-LUMO gap (alpha / beta) in eV: 9.044 / 9.956
E_HOMO (alpha / beta) in eV: -10.46 / -10.49

---

(6)
Density functional theory data (ωB97M-V with the def2-TZVPD basis set) for a cluster of 2 separate species, H3N2OS in total in a non-equilibrium geometry.

Each line ends with the Mulliken charge.
Atoms and positions in Å:
N1 0.846 0.615 0.073  -0.484
N2 1.360 -0.495 -0.235  -0.007
O1 2.634 -0.633 -0.274  -0.650
S1 -1.901 -0.636 -0.504  -0.456
H1 1.540 1.379 0.269  0.174
H2 -0.928 0.282 -0.590  0.259
H3 -1.020 -1.461 0.033  0.164

Results
Net charge: -1
HOMO-LUMO gap in eV: 7.428
E_HOMO in eV: -3.29

---

(7)
Density functional theory data (ωB97M-V with the def2-TZVPD basis set) for a cluster of 2 separate species, H3N3 in total in a non-equilibrium geometry.

Each line ends with the Mulliken charge.
Atoms and positions in Å:
N1 0.319 -0.782 -0.113  -0.120
N2 -0.593 -0.008 -0.858  -0.196
N3 -0.590 -0.138 0.552  -0.201
H1 0.341 -1.898 -0.050  0.267
H2 -0.107 0.844 -1.195  0.251
H3 0.629 1.981 1.664  -0.002

Results
Net charge: 0
HOMO-LUMO gap (alpha / beta) in eV: 9.476 / 10.197
E_HOMO (alpha / beta) in eV: -8.95 / -10.06

---

(8)
Density functional theory data (ωB97M-V with the def2-TZVPD basis set) for a cluster of 2 separate species, H3N3O in total in a non-equilibrium geometry.

Each line ends with the Mulliken charge.
Atoms and positions in Å:
N1 1.485 0.641 -1.112  -0.406
N2 1.062 -0.819 0.611  -0.547
N3 1.184 -0.147 -0.348  0.695
O1 -1.099 0.463 0.110  -0.589
H1 -1.474 1.101 -0.547  0.303
H2 0.609 -1.681 0.479  0.251
H3 -1.765 0.443 0.806  0.293

Results
Net charge: 0
HOMO-LUMO gap in eV: 10.397
E_HOMO in eV: -9.60

---

(9)
Density functional theory data (ωB97M-V with the def2-TZVPD basis set) for a cluster of 2 separate species, H3N3O in total in a non-equilibrium geometry.

Each line ends with the Mulliken charge.
Atoms and positions in Å:
N1 -0.935 -0.558 -0.602  -0.530
N2 0.344 -0.378 2.115  0.089
N3 -0.046 0.395 -0.678  -0.127
O1 0.722 0.511 1.442  -0.132
H1 -0.478 1.254 -1.007  0.245
H2 0.898 0.202 -1.016  0.241
H3 -0.505 -1.426 -0.255  0.215

Results
Net charge: 0
HOMO-LUMO gap (alpha / beta) in eV: 8.371 / 8.129
E_HOMO (alpha / beta) in eV: -7.82 / -8.44

---

(10)
Density functional theory data (ωB97M-V with the def2-TZVPD basis set) for a cluster of 2 separate species, H3N3O2 in total in a non-equilibrium geometry.

Each line ends with the Mulliken spin population.
Atoms and positions in Å:
N1 1.133 -0.266 0.164  0.318
N2 0.424 0.836 0.091  0.784
N3 -1.434 -0.144 -0.091  0.442
O1 -1.212 -1.292 -0.012  0.222
O2 -2.436 0.501 -0.150  0.263
H1 1.950 -0.477 -0.354  0.005
H2 1.199 -0.440 1.195  0.000
H3 0.376 1.282 -0.843  -0.035

Results
Net charge: 0
HOMO-LUMO gap (alpha / beta) in eV: 8.120 / 9.039
<S²>: 2.01
E_HOMO (alpha / beta) in eV: -7.12 / -10.36
2S+1: 3

---

(11)
Density functional theory data (ωB97M-V with the def2-TZVPD basis set) for an isolated molecule of H3N3O2S in a non-equilibrium geometry.

Each line ends with the Mulliken charge.
Atoms and positions in Å:
N1 0.120 -0.682 -1.526  -0.055
N2 -0.671 -0.520 -0.589  -0.324
S1 0.002 -0.259 1.343  0.503
O1 -1.162 -0.868 2.021  -0.569
N3 0.540 1.040 2.260  -0.121
O2 -0.226 1.090 3.327  -0.322
H1 0.236 -1.535 -1.978  0.227
H2 0.929 -0.065 -1.465  0.269
H3 -1.059 0.550 3.090  0.392

Results
Net charge: 0
HOMO-LUMO gap (alpha / beta) in eV: 7.289 / 7.648
E_HOMO (alpha / beta) in eV: -8.28 / -8.45
Structure (SMILES): NN=S(=O)=NO

---

(12)
Density functional theory data (ωB97M-V with the def2-TZVPD basis set) for an isolated molecule of H3N3O2S in a non-equilibrium geometry.

Each line ends with the Mulliken charge.
Atoms and positions in Å:
N1 0.742 0.370 -0.138  -0.420
N2 -0.882 -0.109 -0.414  -0.315
S1 -1.028 -1.760 -0.053  -0.043
N3 -1.751 0.833 -0.125  1.269
O1 -1.310 1.931 0.134  -0.700
O2 -2.904 0.526 -0.019  -0.594
H1 0.470 1.224 0.382  0.336
H2 0.959 0.611 -1.132  0.288
H3 -0.931 -1.480 1.354  0.179

Results
Net charge: 0
HOMO-LUMO gap in eV: 10.272
E_HOMO in eV: -10.14
Structure (SMILES): NN(S)[N+](=O)[O-]

---

Question: What is the formula in the eleventh record?
Answer: H3N3O2S

---

Question: Which formula does entry 11 have?
Answer: H3N3O2S

---

Question: net charge of number 2 (H3IO3Si)?
Answer: 0

---

Question: Which of these has the lowest net charge?
Answer: H3N2OS